This record from OMol25 describes an isolated ion of composition C13H20N5O2S and charge +1. The level of theory is ωB97M-V/def2-TZVPD.

Last column: natural (NBO) charge in e.
Element x y z (Å)
C: 3.740 1.409 -1.719  -0.257
H: 3.044 1.211 -2.540  0.180
O: 3.450 0.615 -0.590  -0.510
C: 2.283 0.807 0.077  0.312
C: 1.279 1.661 -0.367  -0.287
C: 0.090 1.813 0.324  -0.210
C: -0.126 1.103 1.494  -0.102
C: 0.873 0.257 1.957  -0.252
C: 2.078 0.090 1.280  0.265
O: 2.918 -0.795 1.863  -0.491
C: 4.282 -0.887 1.495  -0.244
H: 4.777 0.083 1.553  0.186
H: 4.403 -1.300 0.493  0.190
H: 4.722 -1.564 2.226  0.200
H: 0.755 -0.292 2.878  0.226
C: -1.423 1.244 2.240  -0.235
H: -1.309 0.923 3.277  0.221
H: -1.735 2.290 2.226  0.235
N: -2.516 0.452 1.598  -0.562
H: -3.412 0.842 1.892  0.422
C: -2.510 -1.001 1.881  -0.245
C: -1.548 -1.785 0.996  -0.547
H: -0.635 -1.224 0.799  0.269
H: -1.286 -2.722 1.486  0.266
S: -2.231 -2.354 -0.610  0.323
C: -2.283 -0.869 -1.484  0.185
N: -2.295 0.357 -0.974  -0.392
N: -2.334 1.198 -2.002  -0.028
N: -2.356 0.572 -3.090  -0.017
N: -2.326 -0.737 -2.830  -0.176
C: -2.353 -1.745 -3.844  -0.426
H: -1.576 -2.486 -3.653  0.233
H: -2.181 -1.257 -4.801  0.257
H: -3.324 -2.242 -3.859  0.230
H: -2.423 0.570 0.481  0.459
H: -2.225 -1.155 2.926  0.229
H: -3.523 -1.389 1.748  0.236
H: -0.657 2.491 -0.058  0.223
H: 1.420 2.225 -1.274  0.233
H: 3.729 2.474 -1.474  0.187
H: 4.744 1.119 -2.023  0.213

Computed properties:
- Charge: +1
- Max |F|: 0.037 Eh/bohr
- E_LUMO: -2.5 eV